DFT (ωB97M-V with the def2-TZVPD basis set) results for a 9-piece molecular cluster, C16H37Cl2N5O19 overall at a distorted geometry.

## Properties
ΔE to the lowest compared entry with this formula, charge and spin (kcal/mol): 13.9
HOMO-LUMO gap (eV): 10.0495
LUMO level (eV): -0.5
SMILES string: C[N+](=O)[O-].C[N+](=O)[O-].C[N+](=O)[O-].C[N+](=O)[O-].C[N+](=O)[O-].COC(=O)OC.COC(=O)OC.COC(=O)OC.ClCCCl
HOMO level (eV): -10.50

Last column: Mulliken charge in e.
Atoms and positions in Å:
H1 14.903 -16.933 19.097  -1.026
H2 14.481 -17.687 14.548  -0.357
H3 12.018 -19.459 16.747  -0.110
H4 17.009 -13.126 23.628  0.216
H5 14.034 -17.122 20.685  0.197
H6 16.429 -18.505 19.048  0.010
H7 11.806 -15.477 22.525  0.247
H8 16.695 -21.291 14.805  0.301
O1 14.778 -11.897 20.762  -0.523
H9 11.003 -16.772 17.429  -0.273
H10 16.236 -16.987 13.837  0.426
H11 14.314 -16.059 13.764  0.531
O2 19.384 -18.495 18.262  -0.605
O3 11.693 -17.607 14.501  -0.561
Cl1 13.442 -18.805 19.116  -0.171
H12 17.015 -18.024 15.092  0.095
H13 12.286 -21.227 16.816  0.345
O4 12.532 -15.880 15.469  -0.570
H14 16.306 -11.726 24.519  0.235
N1 13.672 -12.391 20.658  0.702
O5 14.985 -13.093 23.743  -0.289
H15 17.177 -18.457 17.394  -0.264
O6 8.247 -15.522 17.934  -0.607
O7 14.684 -19.518 15.967  -0.144
C1 17.227 -14.467 20.786  -0.838
H16 14.683 -13.431 18.339  -0.252
C2 13.968 -17.168 19.602  0.961
C3 14.174 -20.234 15.162  0.622
O8 12.857 -20.452 15.033  -0.342
H17 17.524 -14.641 21.813  0.411
H18 13.560 -17.549 13.035  0.355
C4 12.836 -15.672 22.815  -0.464
O9 16.726 -15.748 18.926  -0.496
C5 16.258 -12.793 24.341  -0.595
C6 15.608 -15.234 15.857  0.431
H19 11.817 -11.368 20.628  0.287
C7 17.092 -18.981 18.339  0.024
H20 13.333 -16.215 22.018  -0.074
N2 9.342 -15.542 17.425  1.045
H21 12.128 -12.445 22.056  0.259
N3 12.586 -16.808 14.694  1.080
C8 16.121 -20.826 13.995  -0.504
O10 13.461 -13.405 20.028  -0.523
O11 13.442 -14.453 23.201  -0.293
C9 16.664 -17.028 14.840  -1.032
O12 15.499 -15.278 23.268  -0.575
H22 12.767 -16.310 23.697  0.412
H23 9.489 -17.590 17.819  0.311
C10 14.738 -14.355 23.399  0.903
H24 12.737 -16.220 18.125  -1.053
O13 18.632 -19.638 19.922  -0.607
H25 13.685 -13.455 16.838  0.357
C11 9.958 -16.857 17.166  -0.345
O14 9.943 -14.564 17.046  -0.548
C12 12.541 -11.730 21.347  -0.872
H26 16.186 -14.166 20.725  0.031
H27 16.408 -21.407 13.123  0.288
C13 14.689 -13.540 17.256  -0.532
H28 13.332 -15.090 19.327  -0.862
N4 18.488 -19.030 18.873  1.072
C14 12.018 -20.381 16.173  -0.302
H29 17.579 -16.435 14.733  0.454
H30 9.781 -17.229 16.162  0.442
H31 12.993 -10.960 21.964  0.351
N5 17.328 -15.706 19.985  1.074
Cl2 11.433 -16.234 20.071  -0.313
O15 15.803 -16.561 15.854  0.168
H32 11.012 -20.655 15.863  0.253
H33 16.837 -20.032 18.236  0.317
C15 12.982 -16.109 19.182  2.455
O16 14.729 -20.945 14.178  -0.386
O17 17.949 -16.643 20.453  -0.577
H34 16.352 -13.344 25.274  0.309
O18 15.036 -14.910 16.992  0.187
H35 17.915 -13.729 20.377  0.327
H36 15.357 -12.768 16.884  0.384
C16 13.866 -17.031 13.938  -0.434
H37 16.478 -19.798 13.941  0.096
O19 15.864 -14.466 14.960  -0.652